{"formula": "C29H39CdN7O2S", "method": "ωB97M-V with the def2-TZVPD basis set", "total_charge": 0, "de_lowest_kcal_mol": 2.4, "gap_ha": 0.2691, "max_force_ev_per_a": 0.22, "e_lumo_ev": 0.410, "elements": ["Cd", "C", "N", "C", "C", "C", "N", "C", "C", "C", "C", "C", "C", "C", "O", "C", "C", "C", "N", "C", "C", "C", "C", "C", "C", "C", "O", "H", "H", "H", "H", "H", "H", "H", "H", "H", "H", "H", "H", "H", "H", "H", "H", "H", "H", "H", "H", "H", "H", "H", "H", "H", "C", "C", "N", "C", "C", "N", "H", "H", "H", "H", "H", "H", "C", "N", "C", "C", "N", "C", "S", "H", "H", "H", "H", "H", "H", "H", "H"], "xyz": [[-0.090080, -0.759299, 0.458239], [3.546096, -0.030074, 0.503841], [2.558277, -0.411510, 1.506260], [2.960277, -1.665481, 2.187690], [1.953365, -2.802787, 2.090603], [1.757958, -3.337991, 0.665246], [0.509915, -2.873421, 0.082859], [-0.300650, -3.749670, -0.383758], [-1.586229, -3.569072, -1.004203], [-2.270171, -4.754157, -1.342585], [-3.493011, -4.752468, -1.958180], [-4.073457, -3.512887, -2.273955], [-3.438562, -2.339054, -1.969853], [-2.172972, -2.300623, -1.313553], [-1.630888, -1.164012, -1.069147], [2.397710, 0.641724, 2.521365], [2.087285, 2.042858, 2.005718], [0.876611, 2.145292, 1.073078], [-0.147487, 1.201994, 1.480488], [-1.086486, 1.614377, 2.249990], [-2.119751, 0.835528, 2.874374], [-3.130496, 1.553318, 3.545532], [-4.172943, 0.931083, 4.177862], [-4.215853, -0.475673, 4.161648], [-3.245222, -1.210281, 3.536005], [-2.148725, -0.598255, 2.858424], [-1.261890, -1.333576, 2.296951], [4.535723, 0.160546, 0.950727], [3.223502, 0.867692, -0.023147], [3.639522, -0.825809, -0.233754], [3.149667, -1.450822, 3.243607], [3.915815, -2.005272, 1.773305], [0.986560, -2.491287, 2.498762], [2.307902, -3.613267, 2.732516], [1.787733, -4.433680, 0.659529], [2.578842, -2.992306, 0.027482], [0.010437, -4.799855, -0.312145], [-1.796923, -5.700149, -1.097866], [-3.995380, -5.678781, -2.199564], [-5.037666, -3.482509, -2.768434], [-3.882904, -1.384097, -2.221524], [3.315051, 0.709922, 3.128874], [1.593625, 0.318714, 3.185393], [2.961748, 2.475950, 1.511953], [1.908992, 2.654988, 2.894871], [1.172363, 1.905077, 0.053177], [0.486832, 3.168216, 1.064233], [-1.118775, 2.689113, 2.470712], [-3.068129, 2.637540, 3.545545], [-4.940253, 1.502173, 4.681925], [-5.032035, -0.989952, 4.656170], [-3.281453, -2.292206, 3.524332], [-3.429189, 1.371367, -0.327861], [-2.630400, 2.295716, -1.177240], [-1.585469, 3.001160, -0.815125], [-1.231366, 3.749445, -1.913538], [-2.062065, 3.481308, -2.960692], [-2.950702, 2.557302, -2.473704], [-2.786300, 0.641685, 0.160535], [-4.145814, 0.815570, -0.931388], [-3.972590, 1.929551, 0.436203], [-0.418157, 4.458385, -1.879959], [-2.102651, 3.849446, -3.970153], [-3.688157, 2.109237, -2.987673], [4.208416, -0.143144, -3.179506], [3.377549, 1.026373, -3.041426], [3.932660, 2.370997, -3.094616], [2.676425, 3.237128, -2.994792], [1.768240, 2.327654, -2.309791], [2.135039, 1.033938, -2.514630], [1.159334, -0.274534, -2.173183], [4.639619, -0.184201, -4.180457], [3.588670, -1.021686, -3.016377], [5.021071, -0.131025, -2.447178], [4.490358, 2.532151, -4.016729], [4.606736, 2.535171, -2.245257], [2.297926, 3.499866, -3.987248], [2.842369, 4.149068, -2.424693], [0.775054, 2.506250, -2.241103]], "forces_ev_per_a": [[-0.06, -0.02, 0.05], [0.02, 0.00, 0.00], [0.00, 0.00, 0.03], [-0.01, -0.03, -0.01], [0.00, 0.03, 0.02], [0.00, -0.02, 0.00], [0.04, -0.08, -0.03], [0.04, -0.03, 0.03], [-0.05, 0.07, -0.04], [0.07, -0.02, 0.04], [-0.08, 0.00, -0.04], [0.03, -0.02, 0.01], [0.01, 0.02, 0.00], [0.00, -0.05, -0.03], [-0.05, 0.03, 0.07], [0.00, -0.01, 0.00], [0.00, 0.01, 0.01], [0.05, 0.01, 0.07], [-0.04, 0.04, -0.09], [0.01, 0.03, 0.05], [0.02, -0.08, -0.04], [0.02, 0.04, -0.02], [-0.04, -0.03, 0.03], [0.03, 0.01, -0.02], [-0.04, 0.01, 0.03], [-0.02, 0.01, 0.01], [0.06, 0.02, -0.02], [0.00, 0.00, 0.00], [0.00, -0.01, 0.00], [0.01, 0.00, -0.01], [0.00, -0.01, 0.00], [-0.01, 0.02, -0.02], [0.00, 0.01, -0.02], [0.02, 0.01, 0.00], [-0.01, 0.00, -0.01], [0.00, -0.01, -0.01], [0.00, 0.01, 0.00], [0.00, 0.01, 0.00], [0.00, 0.00, 0.00], [0.00, -0.01, 0.00], [0.00, 0.01, 0.01], [0.00, -0.02, 0.00], [0.00, 0.01, 0.00], [-0.01, 0.01, 0.00], [-0.01, -0.02, 0.00], [-0.03, -0.02, -0.01], [0.00, -0.01, 0.00], [0.01, -0.01, 0.00], [0.00, 0.00, 0.00], [0.00, 0.00, 0.00], [0.00, 0.00, 0.00], [0.01, 0.00, -0.01], [0.02, -0.02, 0.02], [0.02, -0.02, -0.10], [0.03, 0.13, 0.17], [-0.06, -0.01, -0.09], [0.09, 0.01, 0.01], [-0.06, -0.07, 0.00], [-0.05, 0.04, -0.04], [-0.01, 0.00, 0.00], [0.02, -0.02, 0.01], [0.00, 0.01, 0.02], [-0.01, 0.01, 0.00], [0.00, -0.01, -0.02], [0.00, 0.01, 0.01], [-0.06, -0.02, -0.02], [0.03, 0.00, 0.01], [-0.01, 0.02, 0.00], [0.01, -0.11, -0.05], [0.01, 0.13, 0.01], [0.04, -0.11, -0.01], [0.00, 0.00, 0.00], [0.00, 0.00, -0.01], [0.00, 0.00, 0.01], [0.00, 0.00, 0.00], [0.00, 0.00, 0.00], [0.00, 0.00, 0.00], [-0.01, 0.00, -0.01], [0.01, 0.08, 0.02]], "lowdin_charge": [1.37, -0.11, -0.22, -0.21, -0.17, -0.23, -0.08, -0.11, -0.15, -0.07, -0.12, -0.10, -0.03, -0.38, -0.25, -0.22, -0.17, -0.25, -0.08, -0.12, -0.17, -0.08, -0.12, -0.10, -0.02, -0.40, -0.18, 0.10, 0.06, 0.06, 0.11, 0.12, 0.09, 0.11, 0.11, 0.11, 0.12, 0.10, 0.09, 0.10, 0.10, 0.12, 0.12, 0.10, 0.11, 0.05, 0.10, 0.13, 0.11, 0.09, 0.10, 0.11, 0.00, -0.38, 0.11, -0.19, -0.10, 0.10, 0.05, 0.07, 0.09, 0.09, 0.10, 0.15, -0.06, -0.16, -0.12, -0.14, 0.02, -0.84, 0.65, 0.09, 0.05, 0.09, 0.12, 0.12, 0.12, 0.12, 0.08]}